No. 1
66
Properties=species:S:1:pos:R:3:forces:R:3 method="wB97M-V/def2-TZVPD" e_homo_ev=-3.3902 mol_weight_g_mol=504.25 total_energy_ha=-1891.6444 total_charge=-1 fmax_ev_per_a=3.22
C 1.7809 -2.2080 4.2953 -0.203 0.223 -0.099
C 2.2639 -1.4970 3.4582 0.098 0.203 -0.032
C 2.6704 -0.5488 2.4113 -0.543 0.022 -0.232
C 1.4125 0.1130 1.8066 -0.118 -0.111 -0.069
C 0.5644 -0.8640 0.9557 -0.269 1.216 0.798
C -0.7466 -1.3128 1.6303 0.580 -3.088 -0.694
O -0.6506 -2.7603 1.6374 -0.070 0.462 -0.682
B -2.0299 -3.2974 1.5412 -0.225 -0.775 0.899
O -2.8274 -2.2403 0.8419 0.629 0.425 0.430
C -1.9851 -1.1168 0.7405 -1.431 0.495 -0.444
C -2.8433 0.1413 0.9329 0.325 0.400 0.464
C -3.3279 0.4524 2.3607 -0.262 -0.058 -0.343
C -4.5596 -0.3121 2.8313 0.137 0.171 0.236
F -4.2288 -1.4568 3.5344 0.072 -0.088 0.100
H 1.1764 -2.7467 4.9854 0.206 -0.188 0.002
H 3.3246 0.2316 2.8014 0.204 -0.203 0.098
H 3.1715 -1.0746 1.5963 0.250 0.030 0.128
H 1.6896 0.9877 1.2114 0.248 -0.052 0.063
H 0.8230 0.4934 2.6455 -0.094 0.058 -0.114
H 0.2893 -0.3925 0.0099 0.188 -0.011 0.045
H 1.1450 -1.7577 0.7350 -0.125 -0.105 0.007
H -0.8270 -1.0970 2.7026 -0.207 0.983 -0.215
H -2.4198 -3.5103 2.7090 -0.316 0.165 -0.044
H -2.1215 -4.3832 0.9574 0.305 0.055 -0.307
H -1.6535 -1.0672 -0.3181 0.437 0.103 0.172
H -3.7352 0.0695 0.3023 0.083 -0.176 -0.116
H -2.3039 1.0293 0.5704 0.143 -0.131 0.023
H -3.6058 1.5130 2.3814 0.035 -0.019 0.031
H -2.5423 0.3209 3.1075 0.024 -0.031 -0.034
H -5.2099 -0.6181 2.0103 0.055 0.091 -0.100
H -5.1158 0.3230 3.5316 -0.120 -0.082 -0.063
C 5.9943 -3.2059 0.9875 -0.012 -0.171 0.081
N 5.9470 -1.8529 1.6039 -0.026 -0.067 0.048
O 6.1951 -1.7614 2.7855 0.038 0.073 -0.010
O 5.6556 -0.9301 0.8708 0.072 0.057 -0.050
H 6.2625 -3.9221 1.7548 -0.015 0.044 0.041
H 5.0067 -3.4136 0.5855 0.014 0.049 -0.058
H 6.7381 -3.1769 0.1970 -0.072 0.050 -0.061
C 2.5488 1.8435 -2.0805 0.163 -0.205 0.143
N 1.1654 1.5156 -1.6479 0.097 0.022 0.010
O 0.6449 2.2448 -0.8305 -0.155 0.088 -0.009
O 0.6483 0.5350 -2.1399 -0.044 0.064 -0.192
H 2.8663 2.7295 -1.5547 -0.020 0.033 0.052
H 3.1787 0.9936 -1.8303 -0.081 -0.074 -0.071
H 2.5267 2.0119 -3.1512 0.005 -0.058 -0.023
C -2.6590 -2.3619 -2.5054 0.118 0.097 0.055
N -3.1502 -2.8972 -3.8040 0.085 0.138 0.137
O -2.6809 -2.4306 -4.8257 0.004 -0.019 -0.110
O -3.9886 -3.7705 -3.7637 -0.050 -0.041 -0.078
H -1.9204 -1.5984 -2.7171 0.024 -0.037 -0.070
H -3.5089 -1.9472 -1.9720 -0.011 -0.181 0.104
H -2.2184 -3.1825 -1.9458 -0.163 -0.028 0.137
C 2.3297 6.5779 -1.7362 0.052 0.150 0.105
N 3.1871 5.6036 -2.4642 -0.037 0.076 0.049
O 4.3719 5.8406 -2.5516 0.016 -0.020 -0.023
O 2.6308 4.6249 -2.9187 0.026 0.146 -0.127
H 2.9554 7.3904 -1.3867 0.048 -0.032 -0.026
H 1.5765 6.9315 -2.4336 -0.056 -0.089 0.017
H 1.8698 6.0484 -0.9066 -0.071 -0.044 -0.073
C -2.4893 1.5719 -3.1121 0.090 0.129 0.075
N -3.8941 1.2965 -2.7006 0.097 0.020 0.019
O -4.4086 2.0548 -1.9067 -0.060 0.066 0.009
O -4.4326 0.3289 -3.1945 -0.020 -0.042 -0.025
H -2.1472 2.4494 -2.5761 -0.025 -0.024 0.058
H -1.8868 0.7045 -2.8602 -0.035 -0.029 -0.020
H -2.4925 1.7410 -4.1851 -0.030 -0.122 -0.020

=====

No. 2
7
Properties=species:S:1:pos:R:3:forces:R:3 method="wB97M-V/def2-TZVPD" e_homo_ev="-8.4119 / -8.9972" mol_weight_g_mol=192.32 total_energy_ha=-2332.8700 relative_energy_kcal_mol=35.10 fmax_ev_per_a=1.26
P -1.2098 -0.1867 -0.2470 0.022 -0.970 -0.739
S 0.0641 -1.2846 1.0443 0.170 0.704 -0.183
S -2.4269 -1.4498 -1.1247 0.289 0.491 0.234
S 1.4944 0.1851 1.4393 -0.391 -0.361 1.147
S 1.4351 1.5638 -1.3119 -0.669 0.680 -0.814
S 2.5377 0.3836 -0.2840 0.597 -0.685 -0.047
H -1.8945 0.7886 0.4840 -0.017 0.143 0.401

=====

No. 3
66
Properties=species:S:1:pos:R:3:forces:R:3 method="wB97M-V/def2-TZVPD" e_homo_ev="-13.6131 / -13.5463" mol_weight_g_mol=666.29 total_energy_ha=-2059.8689 relative_energy_kcal_mol=209.10 total_charge=+2 fmax_ev_per_a=6.16
C 2.5693 -1.5501 -1.0646 1.402 -0.463 -0.702
C 1.3146 -1.8551 -0.3328 -2.072 -4.530 2.258
H 3.2224 -2.4358 -1.2341 -0.570 0.291 0.253
H 3.2002 -0.8191 -0.5331 -0.397 -0.121 0.064
H 2.3671 -1.1386 -2.0644 -0.212 -0.035 0.247
O 0.8548 -2.8954 0.1512 2.318 4.409 -2.238
I -2.4041 2.3172 -0.1472 0.228 -0.333 0.675
La 0.3478 0.7789 -0.2328 0.876 2.006 -0.654
P -1.1975 -0.3581 -2.2109 -1.384 -0.356 -0.558
C -2.7363 -1.3088 -1.9794 -0.217 -0.353 -0.102
C -1.7044 1.2354 -2.9742 -0.454 0.303 -0.284
H -1.8947 1.1454 -4.0520 0.138 -0.011 0.197
H -0.8032 -1.2811 -4.3898 0.546 -0.129 0.244
H -0.9198 1.9946 -2.8023 -0.165 -0.184 -0.330
H 0.7216 -0.6031 -3.6752 -0.542 -0.190 -0.089
H -3.4020 -0.7976 -1.2448 0.528 -0.225 -0.613
H -2.6013 1.6581 -2.4454 0.825 -0.803 -1.041
C -0.1983 -1.1869 -3.4694 0.088 -0.297 -0.501
H -3.2473 -1.4082 -2.9649 0.221 -0.073 0.761
H 0.1200 -2.1800 -3.1024 -0.287 0.340 -0.272
H -2.4803 -2.3062 -1.5541 -0.230 0.599 -0.435
P 1.1554 0.5309 2.3689 1.801 0.216 -1.161
C 0.3514 -0.1829 3.7975 0.503 0.191 0.428
C 2.8565 0.0007 2.2398 1.387 -0.068 1.598
H 1.4112 2.8766 1.5073 0.085 -0.465 0.494
H 2.0284 2.6707 3.1822 -0.336 0.027 -0.352
H 0.2617 2.6881 2.8450 0.638 -0.138 0.023
C 1.2404 2.3446 2.4770 0.083 0.441 0.770
H 3.4522 0.4507 1.4358 -0.401 0.276 0.065
H 3.3322 0.2851 3.1852 0.612 -0.279 -0.160
H 0.9875 0.0382 4.6919 -0.776 -0.506 -0.499
H 0.2959 -1.2560 3.5351 -0.050 0.360 0.596
H 2.9555 -1.0807 2.1180 -0.211 0.013 0.166
H -0.6715 0.2374 3.8725 0.756 -0.325 0.145
C -1.3201 -1.2063 0.8743 -1.876 0.838 4.050
O -1.9895 -2.0007 1.4928 2.571 2.145 -2.475
C -4.8308 -0.7824 4.0976 0.396 0.400 0.279
C -3.7326 -0.2115 3.1579 -0.196 -0.853 -0.284
C -4.3249 -0.3271 1.7626 0.038 0.543 -0.675
C -3.2700 1.2605 3.3692 -1.593 -0.806 0.287
C -4.2838 2.0035 4.0894 1.336 0.232 -0.307
C -4.1153 3.3651 4.2451 -0.779 1.676 0.732
C -3.0058 4.0699 3.7509 -0.338 -0.422 0.302
C -2.0384 3.4109 2.9465 -0.107 0.316 0.058
C -1.1901 4.4045 2.1450 0.240 1.350 -0.486
C -2.0975 5.2549 1.2251 -0.490 -0.420 -0.346
C -0.3942 5.4880 2.9267 0.151 -0.515 0.328
C -2.2316 2.0392 2.9427 -1.871 1.574 0.159
O -0.8873 0.1429 1.4282 -4.191 -4.461 -0.675
H -5.7952 -0.2918 3.9295 0.119 -0.087 0.074
H -4.5611 -0.7110 5.1510 -0.062 0.091 0.067
H -4.9965 -1.8478 3.8901 0.289 0.307 -0.166
H -2.8940 -0.9012 3.2308 0.335 0.310 0.080
H -5.2045 0.3278 1.7271 0.068 -0.099 -0.184
H -3.6008 0.0502 1.0256 -0.455 -0.320 0.043
H -4.6564 -1.3484 1.5149 0.321 0.366 0.187
H -5.1756 1.4656 4.4579 0.873 0.460 -0.191
H -4.9384 3.9668 4.7414 1.103 -0.839 -0.638
H -2.9011 5.1828 3.8112 -0.318 -1.282 0.125
H -0.4573 3.9015 1.5138 -0.440 -0.204 0.022
H -2.7204 5.9482 1.8048 0.272 -0.112 -0.147
H -1.4678 5.8275 0.5345 -0.153 -0.039 0.174
H -2.7588 4.6175 0.6204 0.173 0.730 0.389
H 0.3479 5.0523 3.5987 -0.018 0.061 0.075
H 0.1410 6.1218 2.1977 -0.288 -0.322 0.296
H -1.0468 6.1477 3.5134 0.163 -0.207 -0.149

=====

No. 4
24
Properties=species:S:1:pos:R:3:forces:R:3 method="wB97M-V/def2-TZVPD" e_homo_ev=-7.8335 mol_weight_g_mol=155.18 total_energy_ha=-709.2033 relative_energy_kcal_mol=47.64 fmax_ev_per_a=5.06
H 2.1839 -1.1026 -2.5384 -0.096 -0.112 0.662
P 0.7848 -1.3692 -2.4988 -0.240 -0.087 -1.028
C 0.2823 -0.3332 -1.2784 4.528 -0.246 2.251
N 1.3415 0.2672 -0.3080 -2.190 -1.299 -0.995
C 1.7065 -0.2596 0.8139 1.845 2.432 -2.427
C 2.6166 0.7127 1.5855 -3.161 -1.615 1.632
C 1.5093 -1.5575 1.4274 -0.457 -0.268 2.105
C -1.0466 0.0577 -1.0373 -2.402 -0.329 0.148
C -2.1997 -0.5395 -1.8828 2.927 -2.776 0.641
C -1.2565 0.9558 -0.0768 1.141 1.664 0.789
C -2.5589 1.5430 0.3357 1.186 0.609 0.095
H 2.9303 1.4326 0.9227 0.904 1.712 -1.223
H 1.8817 1.1515 2.3435 1.267 -0.245 -0.634
H 3.3940 0.1856 2.0905 0.693 -0.170 0.466
H 2.3558 -2.2380 1.3780 0.503 0.315 -0.391
H 1.5269 -1.2717 2.5925 -1.127 -1.289 -2.309
H 0.7084 -2.0807 0.8845 -0.354 0.012 1.135
H -2.9381 0.1483 -2.0451 -2.363 1.454 0.196
H -1.7966 -0.6806 -2.8817 0.139 -0.296 -0.211
H -2.5185 -1.6062 -1.5340 0.279 2.128 -0.402
H -0.3422 1.3549 0.4489 -1.215 -0.463 -0.661
H -2.8400 2.4785 -0.1218 0.300 0.430 -0.921
H -2.4400 1.9112 1.3607 -0.757 -1.004 0.272
H -3.2850 0.8399 0.0195 -1.350 -0.557 0.812